Here is a 3-piece molecular cluster, C4H15NO2 overall from OMol25. Energies are from ωB97M-V with the def2-TZVPD basis set.

Computed properties:
- Electronic energy: -9966.9936 eV
- ΔE to the lowest compared entry with this formula, charge and spin: 81.5 kJ/mol
- Gap between HOMO and LUMO (spin up / spin down): 9.555 / 4.637 eV
- HOMO energy (spin up / spin down): -13.2 / -13.2 eV

Geometry as ORCA input:
```
! wB97M-V def2-TZVPD RIJCOSX def2/J DEFGRID3
* xyz 1 2
C 1.526 0.720 2.181
C 0.827 1.856 1.454
C -0.616 1.374 1.147
C 1.553 2.188 0.137
N 0.952 0.353 3.402
H 1.631 -0.133 1.500
H 2.570 1.044 2.342
H 0.926 2.753 2.059
H -1.236 1.430 2.049
H -1.269 1.643 0.318
H -0.505 0.296 0.963
H 2.635 2.072 0.219
H 1.338 3.219 -0.128
H 1.140 1.496 -0.595
H 0.804 1.024 4.156
H 0.713 -0.603 3.677
H -3.462 -0.912 -3.929
H -3.497 -1.071 -5.407
O -4.066 -0.950 -4.651
H -1.336 -6.020 -3.283
H 0.063 -5.610 -3.665
O -0.690 -6.170 -3.946
*
```

Atom charges from the Mulliken analysis, given in e for atoms 1 to 6:
1 C -0.78
2 C 0.50
3 C -1.34
4 C -1.41
5 N -0.06
6 H 0.44